{"formula": "H23O12", "method": "wB97M-V/def2-TZVPD", "elements": ["O", "H", "H", "O", "H", "H", "O", "H", "O", "H", "H", "O", "H", "H", "O", "H", "H", "O", "H", "H", "O", "H", "H", "O", "H", "H", "O", "H", "H", "O", "H", "H", "O", "H", "H"], "coordinates": [[4.656, 1.058, 0.762], [3.677, 0.683, 1.056], [-2.760, -2.338, 0.543], [1.647, 0.807, -0.998], [1.749, 0.393, -0.078], [2.521, 0.639, -1.299], [-1.133, 2.433, 2.019], [-0.245, 2.583, 1.579], [-2.805, -2.735, 1.436], [-0.003, 0.877, -4.419], [-3.783, -2.629, 1.725], [2.327, -0.083, 1.251], [-0.464, -1.677, 3.985], [-3.094, 1.889, -0.682], [-0.820, -3.126, -1.059], [-0.157, -3.855, -1.382], [-1.584, 3.138, 1.489], [0.899, 1.139, -4.607], [1.407, 1.101, -3.795], [-0.198, -2.266, -0.978], [-0.098, 3.434, -1.286], [0.136, 3.860, -2.130], [0.219, 2.548, -1.636], [-2.574, -0.995, -1.945], [-2.428, -0.711, -2.830], [-2.567, -1.978, -1.641], [-0.922, -1.324, 4.649], [4.578, 0.562, 0.016], [2.039, -2.903, 2.140], [2.771, -2.773, 1.491], [-1.723, -1.306, 4.011], [2.600, -1.830, 1.258], [-3.670, 2.400, -1.381], [1.709, -0.135, 1.990], [-3.844, 1.482, -1.568]], "multiplicity": 2, "e_tot_ev": -24940.251, "s_squared": 0.75, "charge": -2}